1.
Molecular formula: C6H7NO
Method: DFT, wB97M-V/def2-TZVPD

The geometry in XYZ format:
```
15
Properties=species:S:1:pos:R:3:forces:R:3
N 2.742869 -0.772354 -0.692420 -0.4 0.9 0.4
C 1.859017 -0.166123 -0.254782 6.5 -3.5 -2.4
C 0.686469 0.242811 0.227224 -4.6 2.1 -0.1
O 0.799578 1.375920 1.006047 4.0 -0.7 5.4
C -0.130763 0.733409 -0.949456 -0.4 1.9 -3.9
C -1.585579 0.221521 -0.644156 0.0 1.2 -3.5
C -1.453351 -0.830976 0.144598 -4.9 1.6 3.6
C -0.095457 -0.957480 0.775114 -1.3 -0.3 -5.5
H 1.619520 1.103753 1.751146 -3.6 1.6 -2.8
H 0.511577 0.363649 -1.855641 -2.2 -0.1 0.8
H -0.047230 1.880607 -1.271900 -0.2 -2.1 1.7
H -2.627271 0.640843 -1.193042 3.3 -1.3 1.8
H -2.546193 -0.966063 0.717599 3.1 -0.9 -1.4
H 0.258826 -1.924632 0.509717 1.1 -0.7 -0.7
H 0.007993 -0.944888 1.729948 -0.3 0.3 6.5
```
Forces are in eV/Å.

For the calculated total energy, the calculation gives -9868.3693 eV. Its SMILES is N#CC1(O)CC=CC1. As for the largest force on an atom: 7.72 eV Å⁻¹. Its relative energy (zero: lowest compared OMol25 entry of this formula, charge and spin) is 413.78 kJ/mol. Its lowest unoccupied orbital energy is 0.4 eV.

natural (NBO) population analysis, charges in e, atoms 1 to 8: atom 1 (N): -0.293, atom 2 (C): 0.256, atom 3 (C): 0.069, atom 4 (O): -0.647, atom 5 (C): -0.444, atom 6 (C): -0.170, atom 7 (C): -0.216, atom 8 (C): -0.432


2.
Molecular formula: C10H20NO
Method: DFT, wB97M-V/def2-TZVPD

The geometry in XYZ format:
```
32
Properties=species:S:1:pos:R:3:forces:R:3
C -2.001177 -2.248869 0.046880 -5.2 -0.4 -1.9
C 1.156598 1.836322 -0.448970 2.6 0.6 0.8
C 1.687364 0.477464 -0.884616 0.6 -2.8 1.6
C 0.025134 1.763485 0.558806 -1.1 0.4 -1.7
C 1.199554 -0.654846 0.162241 -1.4 -0.3 -2.8
C -1.040388 0.798366 0.093188 -0.3 -2.8 0.3
C 1.478222 -1.943235 -0.605291 0.8 -1.6 0.2
C 1.831965 -0.591608 1.534299 0.5 0.2 -0.7
C -1.433773 0.981387 -1.419363 -1.8 0.2 0.7
C -2.208289 0.737449 1.110709 0.5 0.8 -1.0
N -0.341661 -0.583019 0.245260 1.8 3.3 -1.3
O -0.864934 -1.743089 0.377877 4.3 -1.4 2.9
H -2.117071 -3.305388 0.001211 0.6 -0.5 0.2
H -2.744007 -1.636227 -0.406628 -0.3 0.3 -0.3
H 2.025389 2.488886 -0.056862 -1.5 -0.8 -0.7
H 0.774903 2.223586 -1.358833 -0.2 1.2 -0.6
H 1.382730 0.131581 -1.914704 0.2 0.6 1.1
H 2.800275 0.202925 -0.806226 -1.3 1.4 -0.3
H 0.249242 1.572995 1.577485 0.6 -0.1 0.9
H -0.556047 2.676141 0.504058 0.3 0.7 0.3
H 1.152185 -2.898977 -0.072708 0.9 1.3 -0.6
H 2.578854 -1.939258 -0.856992 -1.1 -0.4 0.6
H 0.999069 -1.949139 -1.589692 -0.2 0.1 0.2
H 2.302016 0.393170 1.627378 0.1 -0.4 0.5
H 2.524872 -1.428091 1.572386 0.5 0.3 0.1
H 1.150344 -0.796747 2.327664 -0.7 0.2 0.6
H -1.484509 2.103298 -1.514900 -0.9 -1.1 -0.1
H -2.390427 0.353876 -1.721729 1.8 1.8 0.7
H -0.675380 0.758668 -2.143992 0.6 -0.6 0.0
H -2.734415 1.681260 1.006336 -0.3 0.0 0.1
H -1.872162 0.627751 2.128888 0.4 0.1 0.3
H -2.854488 -0.090128 0.926828 -0.7 -0.3 -0.3
```
Forces are in eV/Å.

Its spin multiplicity is 3. For the calculated total energy, the calculation gives -14219.1017 eV. As for the charge: +1. As for the largest force on an atom: 5.52 eV Å⁻¹. Its relative energy (zero: lowest compared OMol25 entry of this formula, charge and spin) is 51.26 kJ/mol. Its lowest unoccupied orbital energy (spin up / spin down) is -2.3 / -6.1 eV.

natural (NBO) population analysis, charges in e, atoms 1 to 8: atom 1 (C): -0.031, atom 2 (C): -0.430, atom 3 (C): -0.409, atom 4 (C): -0.445, atom 5 (C): 0.140, atom 6 (C): 0.160, atom 7 (C): -0.644, atom 8 (C): -0.650


3.
Molecular formula: C3H6BrP
Method: DFT, wB97M-V/def2-TZVPD

The geometry in XYZ format:
```
11
Properties=species:S:1:pos:R:3:forces:R:3
C -1.007619 -1.151706 -0.116710 -0.4 2.4 0.6
C 0.262534 -0.270346 -0.023279 2.9 -2.5 1.4
C -0.071073 1.203801 0.069315 1.1 0.4 -0.8
P 1.979042 -1.195489 0.186791 -5.0 2.3 -0.9
Br 3.339428 0.518899 0.116254 0.5 0.4 0.1
H -1.524218 -1.029872 0.928667 0.6 -0.4 -2.0
H -1.678251 -0.670950 -0.958570 1.1 -1.2 1.7
H -0.779983 -2.184660 -0.324748 -0.1 -0.3 0.0
H 0.796757 1.922215 0.058665 -0.6 -1.0 0.0
H -0.687507 1.507373 0.938441 0.1 -0.6 -0.4
H -0.629105 1.350738 -0.874822 -0.1 0.5 0.5
```
Forces are in eV/Å.

For the calculated total energy, the calculation gives -82538.0387 eV. Its SMILES is CC(C)=PBr. As for the largest force on an atom: 5.57 eV Å⁻¹. Its relative energy (zero: lowest compared OMol25 entry of this formula, charge and spin) is 51.36 kJ/mol. Its lowest unoccupied orbital energy (spin up / spin down) is -0.4 / -0.4 eV.

natural (NBO) population analysis, charges in e, atoms 1 to 8: atom 1 (C): -0.692, atom 2 (C): -0.149, atom 3 (C): -0.719, atom 4 (P): 0.412, atom 5 (Br): -0.238, atom 6 (H): 0.231, atom 7 (H): 0.222, atom 8 (H): 0.228


4.
Molecular formula: C34H52Cl3F18N3O15
Method: DFT, wB97M-V/def2-TZVPD

The geometry in XYZ format:
```
125
Properties=species:S:1:pos:R:3:forces:R:3
C 3.226560 -16.602223 20.576090 -0.1 -0.9 1.2
C 3.260908 -16.005234 21.992949 -0.2 1.1 -2.1
O 3.813219 -16.939971 22.909627 -0.1 -0.5 0.2
C 4.133164 -16.430302 24.086656 -0.4 0.1 0.2
O 4.131772 -15.277196 24.377303 0.3 0.7 0.1
C 4.346282 -17.488913 25.182411 -0.2 0.0 -0.1
F 4.552828 -18.683426 24.648517 0.1 -0.3 0.4
F 5.338379 -17.159027 26.000125 0.6 -0.1 -0.2
F 3.254737 -17.544853 25.956634 -0.4 -0.1 -0.2
H 2.660095 -15.998026 19.872654 0.4 0.5 0.1
H 2.714576 -17.567627 20.559509 0.2 -0.1 0.1
H 4.283462 -16.730684 20.345110 -0.2 -0.1 -0.7
H 2.282747 -15.637107 22.301887 0.0 -0.3 0.4
H 3.906111 -15.135756 21.845639 0.0 0.1 0.7
C 6.116049 -10.396792 28.059693 -0.4 0.3 0.5
C 6.408012 -10.589645 26.576235 -0.1 0.2 1.2
O 7.385684 -9.556652 26.291752 1.5 -0.6 0.8
C 7.472563 -8.863100 25.200339 -1.2 0.0 -1.6
O 6.631555 -8.788782 24.335988 0.5 0.0 0.2
C 8.828242 -8.098902 25.046485 -1.0 -0.2 0.9
F 8.636952 -6.966828 24.379243 0.2 -0.1 0.1
F 9.312532 -7.821406 26.267163 0.3 0.1 -0.4
F 9.696766 -8.855457 24.375324 0.3 0.0 0.1
H 5.516505 -9.504891 28.245847 -0.2 -0.1 0.0
H 7.022400 -10.270967 28.657185 0.3 0.1 -0.5
H 5.670539 -11.270253 28.537765 -0.5 0.0 -0.4
H 5.584594 -10.468530 25.880502 -0.2 -0.1 0.2
H 6.809761 -11.601929 26.532932 0.5 0.3 -1.0
C 7.932919 -15.008085 21.100326 0.0 0.7 -0.6
C 7.233829 -15.414247 22.383182 0.7 1.8 -0.3
O 7.040869 -16.804811 22.547790 -0.3 -0.7 0.1
C 7.977835 -17.490503 23.186451 -0.7 0.1 0.2
O 8.980490 -17.068184 23.654802 0.9 0.3 0.2
C 7.591835 -18.969299 23.391490 -0.2 0.2 0.1
F 8.466620 -19.737153 22.750534 0.0 -0.3 -0.3
F 7.660214 -19.263553 24.687916 0.2 0.0 0.4
F 6.353475 -19.252656 23.002074 0.2 -0.1 -0.6
H 7.617663 -13.972692 20.920739 0.0 0.0 0.0
H 7.662443 -15.547021 20.191432 -0.2 -0.3 0.2
H 9.019966 -14.937173 21.163135 0.0 -0.5 0.2
H 6.269983 -14.904293 22.430273 -0.3 -0.7 -0.1
H 7.814606 -14.933070 23.176809 -0.1 -0.7 0.3
C 10.366411 -12.559325 28.076244 0.0 0.0 -1.0
C 9.949335 -11.396549 27.156676 -1.3 -1.2 1.0
O 11.072702 -10.795897 26.524964 0.1 1.4 0.6
C 11.546867 -11.359841 25.441686 -0.1 -0.1 0.6
O 11.118474 -12.355129 24.948427 0.1 -0.5 -0.8
C 12.767464 -10.593512 24.865617 -1.2 0.1 -0.4
F 13.827425 -11.387521 24.826029 0.3 0.0 0.1
F 12.445886 -10.256759 23.603517 0.2 -0.1 -0.1
F 13.032490 -9.471961 25.516191 0.4 -0.1 0.2
H 9.521663 -13.246941 28.134719 0.1 -0.1 0.2
H 10.674959 -12.282823 29.081333 -0.1 0.3 -0.1
H 11.192908 -13.088181 27.600184 -0.1 -0.2 0.2
H 9.337280 -10.713495 27.747753 0.9 0.9 -0.1
H 9.197851 -11.692571 26.420306 0.5 -0.5 -0.4
C 0.602920 -9.680238 24.438696 -0.6 0.5 -0.2
C 2.037088 -9.327892 24.809009 -0.7 0.5 -0.9
O 2.544065 -10.299361 25.725145 0.1 0.4 0.7
C 2.945194 -11.448216 25.242095 0.4 -0.4 -0.1
O 3.155397 -11.696093 24.094071 0.0 -0.2 -0.4
C 3.165417 -12.528096 26.347440 0.2 1.1 -0.1
F 2.691140 -12.124169 27.530201 -0.4 -0.2 0.1
F 2.576206 -13.634322 25.960291 -0.4 -0.5 0.2
F 4.465884 -12.752732 26.525436 0.2 -0.2 -0.2
H -0.075347 -9.851977 25.275712 0.4 0.0 0.3
H 0.491063 -10.538437 23.776621 0.4 -0.1 0.0
H 0.160760 -8.832148 23.907524 0.1 0.0 -0.1
H 2.135631 -8.343817 25.263436 -0.3 -0.3 0.6
H 2.618101 -9.192273 23.894633 0.3 -0.8 0.1
C 6.824408 -9.356401 15.194755 0.8 -1.0 -0.3
C 8.050758 -8.978335 16.002641 -0.8 1.1 0.5
O 8.139479 -9.766513 17.208641 0.3 -0.4 0.4
C 8.759043 -10.933558 17.083671 -0.5 0.3 -0.5
O 9.220213 -11.341575 16.065505 0.6 -0.5 -0.3
C 8.654098 -11.793678 18.357308 -0.6 0.8 -0.2
F 7.544934 -12.538575 18.221895 -0.1 -0.3 0.1
F 9.684231 -12.581574 18.533775 0.3 -0.2 0.0
F 8.482160 -11.012039 19.428983 0.2 -0.1 0.3
H 6.540287 -8.558366 14.513659 -0.2 0.1 0.2
H 6.024581 -9.675663 15.860861 -0.2 0.4 0.0
H 7.099727 -10.226770 14.592905 -0.3 0.0 -0.1
H 7.893103 -7.986175 16.428017 0.3 0.1 -0.2
H 8.971547 -9.005308 15.426661 0.0 -0.2 0.1
Cl 13.379100 -13.990720 20.675649 0.3 -0.1 0.2
C 12.332782 -13.478626 22.001782 -0.2 -0.3 -0.1
Cl 11.567446 -14.860887 22.786067 0.0 0.0 -0.1
Cl 11.130079 -12.392054 21.310377 -0.1 0.2 0.2
H 12.899235 -12.957360 22.763411 0.1 0.1 -0.2
C 8.177932 -15.250057 26.327755 0.3 -0.1 -0.4
N 9.365771 -15.976656 26.729762 -0.3 -0.1 0.0
C 9.139296 -17.039858 27.700304 -0.4 0.3 -0.8
C 10.578819 -15.460687 26.454711 0.1 0.5 1.1
O 11.629770 -15.806626 26.968956 0.0 -0.3 -0.4
H 7.441659 -15.902272 25.861520 -0.1 -0.2 0.2
H 8.416674 -14.528201 25.551383 0.1 0.2 0.2
H 7.731970 -14.742754 27.188035 -0.2 0.0 -0.1
H 10.055452 -17.567394 27.938834 0.1 0.2 0.1
H 8.643567 -16.603202 28.570485 0.2 -0.1 0.3
H 8.418472 -17.718272 27.238102 0.1 -0.2 0.1
H 10.492895 -14.551095 25.841971 0.2 -0.2 -0.4
C 3.643219 -12.242356 16.718680 1.1 0.4 -0.5
N 4.032565 -12.135399 18.106172 -0.9 -1.6 0.1
C 4.398309 -10.887957 18.708469 1.5 0.5 0.2
C 4.035829 -13.286614 18.834877 0.0 0.6 0.8
O 4.360241 -13.345695 20.006485 0.2 0.1 0.2
H 3.206315 -13.223470 16.553331 -0.5 0.3 0.0
H 4.514952 -12.229167 16.046906 0.1 0.1 0.2
H 3.040779 -11.385027 16.415410 -0.4 -0.4 0.1
H 4.135871 -10.782922 19.760367 -0.6 -0.3 -0.2
H 5.494929 -10.814149 18.740515 0.0 0.1 -0.2
H 4.046292 -10.038024 18.127600 -0.3 -0.1 0.0
H 3.679090 -14.206693 18.352420 0.0 0.2 -0.6
C 6.186058 -11.322721 21.760752 0.4 -0.7 -0.9
N 6.868096 -11.900065 22.897886 -0.2 0.5 0.6
C 8.279023 -11.626489 23.056736 0.0 -0.5 -0.2
C 6.235915 -12.759081 23.720414 0.3 0.5 -0.6
O 6.755620 -13.242605 24.711948 -0.3 -0.2 0.2
H 6.439909 -10.284603 21.544468 0.1 0.1 0.6
H 5.106329 -11.424818 21.834581 0.0 -0.1 0.2
H 6.535531 -11.904248 20.900916 -0.4 0.2 -0.3
H 8.725110 -11.650479 22.063837 0.0 0.4 0.0
H 8.465939 -10.681009 23.562679 0.1 0.0 -0.1
H 8.756098 -12.444626 23.595494 -0.1 0.1 0.2
H 5.239910 -12.982850 23.312920 -0.3 -0.2 0.6
```
Forces are in eV/Å.

For the calculated total energy, the calculation gives -157767.8291 eV. Its SMILES is CCOC(=O)C(F)(F)F.CCOC(=O)C(F)(F)F.CCOC(=O)C(F)(F)F.CCOC(=O)C(F)(F)F.CCOC(=O)C(F)(F)F.CCOC(=O)C(F)(F)F.ClC(Cl)Cl.CN(C)C=O.CN(C)C=O.CN(C)C=O. As for the largest force on an atom: 2.36 eV Å⁻¹. Its relative energy (zero: lowest compared OMol25 entry of this formula, charge and spin) is 0.00 kJ/mol. Its lowest unoccupied orbital energy is 0.2 eV.

Mulliken population analysis, charges in e, atoms 1 to 8: atom 1 (C): -1.323, atom 2 (C): 0.397, atom 3 (O): -0.204, atom 4 (C): 0.202, atom 5 (O): -0.318, atom 6 (C): 0.792, atom 7 (F): -0.261, atom 8 (F): -0.211